*one*
{"formula": "C64H176N16O16", "method": "wB97M-V/def2-TZVPD", "lumo_ev": 0.418, "homo_ev": -8.88, "total_charge": 0, "homo_lumo_gap_ev": 9.300, "species": ["C", "C", "C", "O", "C", "N", "H", "H", "H", "H", "H", "H", "H", "H", "H", "H", "H", "C", "C", "C", "O", "C", "N", "H", "H", "H", "H", "H", "H", "H", "H", "H", "H", "H", "C", "C", "C", "O", "C", "N", "H", "H", "H", "H", "H", "H", "H", "H", "H", "H", "H", "C", "C", "C", "O", "C", "N", "H", "H", "H", "H", "H", "H", "H", "H", "H", "H", "H", "C", "C", "C", "O", "C", "N", "H", "H", "H", "H", "H", "H", "H", "H", "H", "H", "H", "C", "C", "C", "O", "C", "N", "H", "H", "H", "H", "H", "H", "H", "H", "H", "H", "H", "C", "C", "C", "O", "C", "N", "H", "H", "H", "H", "H", "H", "H", "H", "H", "H", "H", "C", "C", "C", "O", "C", "N", "H", "H", "H", "H", "H", "H", "H", "H", "H", "H", "H", "C", "C", "C", "O", "C", "N", "H", "H", "H", "H", "H", "H", "H", "H", "H", "H", "H", "C", "C", "C", "O", "C", "N", "H", "H", "H", "H", "H", "H", "H", "H", "H", "H", "H", "C", "C", "C", "O", "C", "N", "H", "H", "H", "H", "H", "H", "H", "H", "H", "H", "H", "C", "C", "C", "O", "C", "N", "H", "H", "H", "H", "H", "H", "H", "H", "H", "H", "H", "C", "C", "C", "O", "C", "N", "H", "H", "H", "H", "H", "H", "H", "H", "H", "H", "H", "C", "C", "C", "O", "C", "N", "H", "H", "H", "H", "H", "H", "H", "H", "H", "H", "H", "C", "C", "C", "O", "C", "N", "H", "H", "H", "H", "H", "H", "H", "H", "H", "H", "H", "C", "C", "C", "O", "C", "N", "H", "H", "H", "H", "H", "H", "H", "H", "H", "H", "H"], "xyz": [[21.79, 23.65, 19.85], [22.15, 22.21, 19.37], [21.97, 21.28, 20.58], [22.15, 19.85, 20.35], [23.49, 19.36, 20.54], [21.23, 21.95, 18.26], [21.88, 24.34, 19.02], [22.45, 24.00, 20.73], [20.73, 23.57, 20.17], [23.21, 22.10, 19.17], [20.88, 21.30, 20.86], [22.57, 21.51, 21.48], [23.65, 19.41, 21.62], [24.21, 19.96, 20.01], [23.33, 18.44, 20.09], [21.12, 20.98, 18.00], [20.26, 22.11, 18.67], [17.98, 24.11, 17.72], [17.71, 22.88, 16.74], [17.16, 21.74, 17.65], [18.07, 21.44, 18.67], [17.55, 20.44, 19.52], [16.63, 23.22, 15.84], [18.57, 24.90, 17.26], [18.46, 23.68, 18.63], [16.95, 24.51, 17.98], [18.65, 22.54, 16.21], [16.94, 20.86, 17.11], [16.18, 22.05, 18.11], [18.26, 20.27, 20.38], [17.35, 19.51, 18.98], [16.57, 20.72, 20.00], [16.03, 23.93, 16.25], [16.96, 23.48, 14.91], [17.16, 22.56, 10.94], [16.92, 21.67, 12.17], [17.32, 20.24, 11.86], [18.66, 20.17, 11.44], [19.17, 18.81, 11.42], [17.64, 22.17, 13.34], [16.76, 22.14, 10.04], [18.21, 22.52, 10.84], [16.83, 23.58, 11.11], [15.84, 21.58, 12.39], [16.70, 19.77, 11.07], [17.16, 19.64, 12.74], [19.44, 18.44, 12.36], [20.05, 18.83, 10.78], [18.46, 18.11, 10.97], [18.64, 21.98, 13.23], [17.31, 21.73, 14.20], [12.77, 13.42, 19.10], [12.27, 14.70, 18.42], [12.12, 14.32, 16.99], [11.63, 15.46, 16.25], [11.28, 15.25, 14.93], [10.96, 15.19, 18.88], [13.59, 12.91, 18.67], [11.93, 12.76, 19.16], [13.12, 13.71, 20.09], [13.13, 15.35, 18.56], [11.40, 13.49, 16.85], [13.09, 14.03, 16.54], [10.88, 16.25, 14.65], [10.46, 14.50, 14.74], [12.11, 15.06, 14.18], [10.80, 16.08, 18.46], [10.98, 15.36, 19.92], [16.04, 15.88, 25.38], [15.16, 14.79, 24.86], [13.97, 15.30, 23.99], [13.23, 16.32, 24.55], [12.18, 16.79, 23.70], [15.90, 13.67, 24.16], [16.64, 16.28, 24.63], [16.71, 15.62, 26.22], [15.40, 16.62, 25.73], [14.73, 14.34, 25.73], [13.37, 14.41, 23.62], [14.41, 15.72, 23.01], [11.61, 17.47, 24.31], [11.53, 15.95, 23.34], [12.60, 17.34, 22.83], [15.23, 13.02, 23.72], [16.53, 14.04, 23.45], [17.10, 9.93, 15.79], [15.64, 9.44, 15.49], [14.62, 10.49, 16.02], [14.71, 10.69, 17.44], [14.38, 9.43, 18.12], [15.44, 9.44, 14.08], [17.69, 9.16, 16.38], [17.03, 10.74, 16.46], [17.58, 10.19, 14.87], [15.34, 8.46, 15.83], [13.59, 10.23, 15.82], [14.81, 11.43, 15.51], [15.21, 8.78, 17.86], [13.46, 8.91, 17.84], [14.38, 9.59, 19.22], [16.21, 8.88, 13.71], [14.58, 8.94, 13.74], [17.70, 21.40, 25.19], [17.30, 20.18, 24.39], [16.82, 20.54, 22.99], [15.50, 20.98, 22.75], [14.43, 20.10, 23.11], [18.40, 19.25, 24.29], [18.42, 22.15, 24.77], [18.06, 21.18, 26.18], [16.86, 22.03, 25.47], [16.51, 19.72, 24.96], [17.09, 19.69, 22.34], [17.42, 21.35, 22.65], [14.70, 19.06, 23.18], [13.65, 20.27, 22.38], [14.02, 20.49, 24.07], [18.18, 18.45, 23.74], [18.76, 18.89, 25.18], [11.47, 23.47, 14.30], [11.49, 22.32, 13.35], [10.79, 21.13, 14.03], [11.52, 20.66, 15.22], [12.59, 19.73, 14.81], [10.77, 22.74, 12.16], [11.69, 24.49, 13.92], [12.25, 23.38, 15.10], [10.50, 23.44, 14.83], [12.55, 22.09, 13.12], [10.82, 20.33, 13.35], [9.75, 21.34, 14.30], [12.39, 18.85, 15.33], [13.51, 20.12, 15.15], [12.69, 19.60, 13.73], [9.81, 23.12, 12.30], [10.80, 22.05, 11.40], [20.48, 14.71, 12.39], [19.57, 13.55, 12.82], [18.85, 13.87, 14.09], [19.78, 13.65, 15.15], [19.14, 13.52, 16.41], [18.63, 13.29, 11.69], [21.15, 14.82, 13.25], [19.94, 15.64, 12.04], [21.03, 14.44, 11.46], [20.16, 12.63, 13.05], [18.00, 13.25, 14.23], [18.54, 14.96, 14.13], [18.65, 14.40, 16.79], [19.83, 13.17, 17.17], [18.33, 12.68, 16.43], [18.03, 14.07, 11.41], [17.93, 12.58, 11.97], [13.54, 21.31, 18.74], [12.24, 20.55, 18.98], [12.23, 19.06, 18.70], [10.96, 18.40, 18.62], [10.27, 18.65, 17.39], [11.68, 20.73, 20.30], [13.38, 22.40, 18.86], [13.80, 21.30, 17.68], [14.39, 20.93, 19.28], [11.62, 21.04, 18.22], [12.75, 18.68, 19.57], [12.76, 18.84, 17.74], [9.35, 18.10, 17.38], [10.86, 18.21, 16.60], [10.04, 19.76, 17.20], [11.44, 21.68, 20.53], [10.81, 20.13, 20.37], [21.42, 13.98, 20.28], [22.85, 14.01, 19.72], [22.87, 13.58, 18.26], [22.20, 12.27, 18.19], [22.37, 11.66, 16.86], [23.50, 15.28, 19.98], [20.69, 14.64, 19.74], [21.43, 14.36, 21.26], [21.18, 12.92, 20.38], [23.44, 13.33, 20.31], [23.88, 13.43, 17.79], [22.35, 14.31, 17.62], [21.70, 10.85, 16.90], [23.38, 11.30, 16.82], [22.10, 12.26, 16.03], [23.05, 15.96, 19.41], [24.47, 15.23, 19.75], [21.27, 16.95, 16.18], [21.00, 18.02, 17.20], [19.48, 18.10, 17.57], [18.73, 18.27, 16.43], [18.93, 19.42, 15.72], [21.72, 17.75, 18.41], [21.02, 17.25, 15.16], [20.65, 16.11, 16.41], [22.33, 16.62, 16.20], [21.34, 19.00, 16.79], [19.33, 18.92, 18.37], [19.11, 17.14, 18.06], [19.43, 20.18, 16.31], [18.01, 19.84, 15.32], [19.58, 19.32, 14.88], [21.70, 18.46, 19.09], [22.64, 17.67, 18.20], [14.04, 12.48, 10.21], [15.14, 12.89, 11.29], [15.25, 14.37, 11.30], [16.24, 14.88, 10.32], [16.27, 16.33, 10.36], [14.95, 12.44, 12.65], [13.89, 11.41, 10.11], [14.26, 12.96, 9.27], [13.06, 12.66, 10.55], [16.09, 12.49, 10.98], [15.58, 14.76, 12.30], [14.27, 14.77, 11.08], [15.37, 16.59, 9.87], [17.22, 16.59, 9.97], [16.25, 16.71, 11.34], [14.12, 12.80, 13.05], [14.86, 11.43, 12.71], [24.51, 17.28, 25.00], [23.13, 17.00, 24.43], [22.27, 18.24, 24.61], [21.99, 18.51, 25.98], [21.38, 19.82, 26.01], [23.18, 16.81, 22.95], [25.24, 16.50, 24.89], [24.49, 17.57, 26.04], [24.99, 18.15, 24.54], [22.70, 16.10, 25.00], [21.35, 18.27, 23.99], [22.88, 19.09, 24.17], [20.69, 19.96, 25.24], [22.10, 20.63, 25.91], [20.98, 19.95, 27.03], [23.41, 15.87, 22.70], [22.27, 17.05, 22.61], [15.74, 15.33, 15.49], [15.26, 16.25, 16.57], [15.89, 15.67, 17.86], [15.43, 16.46, 18.98], [16.17, 16.21, 20.19], [15.67, 17.61, 16.28], [15.37, 15.75, 14.58], [15.59, 14.28, 15.71], [16.84, 15.54, 15.48], [14.17, 16.14, 16.58], [16.97, 15.71, 17.75], [15.64, 14.60, 18.06], [17.13, 15.64, 20.09], [15.56, 15.65, 20.85], [16.42, 17.12, 20.73], [16.68, 17.70, 16.17], [15.54, 18.18, 17.10], [16.04, 12.45, 20.44], [17.53, 12.07, 20.11], [18.42, 12.08, 21.30], [18.56, 13.40, 21.79], [19.23, 13.52, 23.03], [17.53, 10.70, 19.52], [15.63, 11.75, 21.15], [15.48, 12.29, 19.54], [15.84, 13.48, 20.84], [17.90, 12.77, 19.45], [19.43, 11.62, 21.12], [18.06, 11.48, 22.14], [20.19, 12.93, 23.10], [18.56, 13.11, 23.84], [19.45, 14.54, 23.25], [16.86, 10.58, 18.80], [18.42, 10.53, 19.05]], "mulliken_charge": [-1.29, 0.26, -0.64, -0.37, -0.25, -0.61, 0.36, 0.36, 0.25, 0.41, 0.02, 0.43, 0.21, 0.26, -0.19, 0.24, 0.03, -1.21, -0.10, -0.16, 0.19, -0.27, -0.51, 0.35, 0.04, 0.38, 0.41, 0.17, 0.05, -0.03, 0.21, -0.07, 0.25, 0.25, -1.64, 0.42, -0.39, -0.38, -0.19, -0.44, 0.41, 0.38, 0.38, 0.04, 0.35, 0.27, 0.04, 0.39, -0.07, 0.30, 0.18, -1.66, 2.10, -0.93, -0.01, -0.73, -0.88, -0.01, 0.64, 0.19, -0.25, 0.77, -0.26, 0.21, 0.32, 0.10, 0.11, 0.34, -1.81, 0.46, 0.28, -0.40, -0.52, -0.49, 0.37, 0.37, 0.57, 0.22, 0.34, -0.35, 0.29, 0.28, 0.12, 0.29, 0.00, -0.69, 0.53, -0.83, 0.28, -1.18, -0.60, 0.15, -0.59, 0.67, 0.51, 0.64, -0.33, 0.45, 0.33, 0.22, 0.22, 0.27, -1.79, 0.90, -0.08, -0.46, -0.56, -0.32, 0.28, 0.47, 0.45, 0.06, -0.29, 0.40, 0.30, 0.10, 0.29, -0.04, 0.36, -1.34, 1.10, -1.12, -0.05, -0.55, -0.65, 0.41, 0.18, 0.30, -0.17, 0.47, 0.39, -0.19, 0.20, 0.49, 0.23, 0.24, -1.21, 0.12, 0.26, -0.28, 0.78, -0.60, 0.31, -0.02, 0.44, 0.37, 0.30, -0.43, -0.08, 0.15, -0.50, 0.13, 0.28, -1.52, 1.05, -0.26, -0.50, -0.07, -0.61, 0.51, 0.30, 0.03, 0.11, 0.43, -0.24, 0.43, -0.30, 0.21, 0.24, 0.25, -0.72, -0.14, 0.04, -0.32, -0.91, -0.32, -0.15, 0.42, 0.29, 0.37, 0.47, -0.27, 0.28, 0.40, 0.32, -0.01, 0.27, -1.70, 0.72, 0.18, 0.94, -0.62, 0.13, 0.17, 0.15, 0.54, 0.22, -0.59, -0.39, -0.06, 0.08, 0.13, -0.04, 0.62, -1.72, -0.19, -0.03, -0.49, -0.95, -0.09, 0.43, 0.41, 0.42, 0.31, -0.15, 0.66, 0.44, 0.37, 0.29, 0.14, 0.11, -1.54, 0.56, -0.18, -0.42, -0.77, -0.38, 0.40, 0.37, 0.30, 0.22, 0.12, 0.08, 0.26, 0.37, 0.27, 0.19, 0.10, -0.61, 1.20, -0.11, 0.30, -0.09, -0.05, 0.55, -0.23, -0.83, -0.22, 0.56, -0.15, 0.11, -0.22, -0.16, -0.29, 0.17, -0.23, 1.98, -1.10, 0.10, -1.19, -0.87, 0.50, -0.44, -0.46, -0.49, 0.37, 0.34, 0.32, 0.46, 0.34, -0.05, 0.38]}

=====

*two*
{"formula": "C64H176N16O16", "method": "wB97M-V/def2-TZVPD", "lumo_ev": 0.561, "homo_ev": -8.63, "total_charge": 0, "homo_lumo_gap_ev": 9.191, "species": ["C", "C", "C", "O", "C", "N", "H", "H", "H", "H", "H", "H", "H", "H", "H", "H", "H", "C", "C", "C", "O", "C", "N", "H", "H", "H", "H", "H", "H", "H", "H", "H", "H", "H", "C", "C", "C", "O", "C", "N", "H", "H", "H", "H", "H", "H", "H", "H", "H", "H", "H", "C", "C", "C", "O", "C", "N", "H", "H", "H", "H", "H", "H", "H", "H", "H", "H", "H", "C", "C", "C", "O", "C", "N", "H", "H", "H", "H", "H", "H", "H", "H", "H", "H", "H", "C", "C", "C", "O", "C", "N", "H", "H", "H", "H", "H", "H", "H", "H", "H", "H", "H", "C", "C", "C", "O", "C", "N", "H", "H", "H", "H", "H", "H", "H", "H", "H", "H", "H", "C", "C", "C", "O", "C", "N", "H", "H", "H", "H", "H", "H", "H", "H", "H", "H", "H", "C", "C", "C", "O", "C", "N", "H", "H", "H", "H", "H", "H", "H", "H", "H", "H", "H", "C", "C", "C", "O", "C", "N", "H", "H", "H", "H", "H", "H", "H", "H", "H", "H", "H", "C", "C", "C", "O", "C", "N", "H", "H", "H", "H", "H", "H", "H", "H", "H", "H", "H", "C", "C", "C", "O", "C", "N", "H", "H", "H", "H", "H", "H", "H", "H", "H", "H", "H", "C", "C", "C", "O", "C", "N", "H", "H", "H", "H", "H", "H", "H", "H", "H", "H", "H", "C", "C", "C", "O", "C", "N", "H", "H", "H", "H", "H", "H", "H", "H", "H", "H", "H", "C", "C", "C", "O", "C", "N", "H", "H", "H", "H", "H", "H", "H", "H", "H", "H", "H", "C", "C", "C", "O", "C", "N", "H", "H", "H", "H", "H", "H", "H", "H", "H", "H", "H"], "xyz": [[-5.30, -0.26, -6.81], [-4.35, -1.30, -6.08], [-5.16, -2.14, -5.09], [-5.86, -1.26, -4.20], [-6.75, -2.00, -3.28], [-3.64, -2.09, -7.03], [-5.73, 0.44, -6.07], [-6.11, -0.74, -7.35], [-4.65, 0.18, -7.61], [-3.65, -0.65, -5.49], [-4.47, -2.82, -4.48], [-5.90, -2.76, -5.56], [-7.59, -2.49, -3.84], [-7.12, -1.36, -2.48], [-6.18, -2.79, -2.81], [-4.22, -2.42, -7.84], [-2.83, -1.62, -7.32], [-2.55, -3.36, 2.77], [-1.21, -2.73, 2.89], [-0.25, -3.77, 3.47], [-0.19, -4.94, 2.72], [0.59, -5.92, 3.33], [-0.68, -2.13, 1.67], [-2.43, -4.27, 2.11], [-3.39, -2.64, 2.38], [-2.93, -3.63, 3.78], [-1.13, -1.99, 3.67], [-0.57, -3.94, 4.55], [0.72, -3.27, 3.49], [0.27, -6.84, 2.78], [0.24, -6.12, 4.36], [1.63, -5.74, 3.30], [-0.82, -1.12, 1.76], [-1.29, -2.44, 0.83], [-1.49, -7.19, -0.67], [-1.23, -5.74, -1.07], [-2.55, -5.01, -0.95], [-2.39, -3.62, -1.18], [-3.59, -2.98, -1.56], [-0.02, -5.24, -0.40], [-2.32, -7.65, -1.17], [-1.65, -7.26, 0.44], [-0.60, -7.79, -0.92], [-0.99, -5.75, -2.15], [-3.21, -5.08, -0.05], [-3.09, -5.38, -1.83], [-4.30, -3.28, -0.81], [-3.94, -3.33, -2.56], [-3.37, -1.93, -1.62], [0.19, -4.32, -0.79], [-0.07, -5.13, 0.63], [0.73, 3.21, -3.88], [0.65, 4.59, -3.20], [-0.13, 4.40, -1.89], [-1.47, 3.90, -2.07], [-2.45, 4.87, -2.04], [2.00, 4.92, -2.77], [1.35, 2.54, -3.30], [1.22, 3.44, -4.86], [-0.20, 2.75, -3.98], [0.20, 5.27, -3.95], [-0.08, 5.31, -1.21], [0.38, 3.59, -1.27], [-2.30, 5.42, -1.08], [-3.41, 4.35, -2.10], [-2.43, 5.60, -2.81], [1.96, 5.61, -2.04], [2.58, 5.30, -3.54], [7.19, -1.47, -3.37], [6.12, -0.43, -3.39], [4.90, -0.79, -4.21], [3.87, 0.16, -4.12], [3.89, 1.18, -5.09], [5.69, 0.04, -2.09], [7.65, -1.57, -4.35], [6.81, -2.43, -2.95], [7.97, -1.17, -2.71], [6.56, 0.47, -3.90], [4.51, -1.70, -3.82], [5.24, -0.94, -5.22], [4.91, 1.33, -5.46], [3.50, 2.06, -4.62], [3.20, 1.01, -5.84], [5.67, -0.64, -1.35], [4.80, 0.54, -2.16], [-5.90, -0.17, 9.44], [-5.98, 0.29, 8.02], [-7.45, 0.54, 7.66], [-8.06, -0.72, 7.52], [-9.41, -0.68, 7.17], [-5.22, 1.44, 7.64], [-6.29, -1.19, 9.70], [-6.47, 0.43, 10.14], [-4.82, -0.12, 9.82], [-5.70, -0.66, 7.46], [-7.49, 1.10, 6.73], [-7.97, 1.16, 8.45], [-9.60, -0.19, 6.21], [-10.13, -0.39, 7.91], [-9.81, -1.70, 6.98], [-5.23, 1.45, 6.66], [-4.21, 1.27, 7.71], [6.04, 3.90, -0.05], [5.03, 3.74, -1.17], [5.61, 3.36, -2.58], [6.28, 4.62, -3.05], [7.56, 4.34, -3.53], [3.77, 3.06, -0.81], [6.38, 2.88, 0.29], [5.51, 4.45, 0.75], [6.86, 4.49, -0.28], [4.70, 4.79, -1.36], [4.76, 3.09, -3.25], [6.36, 2.51, -2.65], [7.94, 5.08, -4.19], [7.57, 3.40, -4.11], [8.29, 4.30, -2.71], [2.98, 3.35, -1.40], [3.91, 2.07, -0.88], [3.80, -4.72, -4.29], [3.45, -5.28, -2.95], [3.51, -4.28, -1.76], [4.75, -3.63, -1.70], [5.78, -4.47, -1.17], [2.03, -5.73, -2.99], [3.95, -5.56, -4.98], [4.69, -3.97, -4.23], [2.84, -4.19, -4.48], [4.09, -6.14, -2.66], [3.22, -4.92, -0.87], [2.69, -3.57, -1.97], [5.38, -4.91, -0.24], [6.68, -3.87, -0.99], [5.99, -5.27, -1.89], [1.94, -6.74, -3.34], [1.57, -5.72, -2.05], [-6.85, 1.79, 0.55], [-6.48, 0.54, -0.18], [-5.35, 0.77, -1.17], [-5.66, 1.76, -2.18], [-4.90, 1.55, -3.40], [-5.94, -0.56, 0.67], [-7.55, 1.51, 1.38], [-7.30, 2.61, -0.10], [-6.00, 2.17, 1.09], [-7.36, 0.20, -0.71], [-5.15, -0.23, -1.68], [-4.50, 1.05, -0.57], [-3.82, 1.89, -3.35], [-5.45, 2.02, -4.19], [-4.97, 0.46, -3.54], [-5.49, -1.30, 0.15], [-6.69, -0.80, 1.33], [-2.25, -2.75, 7.65], [-1.15, -1.74, 7.93], [0.05, -1.78, 6.98], [0.75, -3.04, 6.97], [2.08, -3.00, 6.46], [-1.79, -0.40, 7.93], [-1.93, -3.74, 7.65], [-2.73, -2.43, 6.71], [-3.10, -2.63, 8.30], [-0.68, -2.00, 8.89], [0.81, -1.04, 7.40], [-0.15, -1.50, 5.93], [2.15, -2.79, 5.44], [2.55, -4.06, 6.50], [2.66, -2.36, 7.07], [-2.04, -0.02, 7.07], [-1.06, 0.22, 8.22], [0.43, 4.00, 1.95], [1.63, 3.81, 2.87], [1.59, 2.36, 3.40], [0.51, 2.15, 4.20], [0.26, 0.80, 4.41], [2.89, 4.01, 2.12], [-0.33, 3.36, 2.39], [0.63, 3.43, 1.02], [0.16, 5.04, 1.73], [1.61, 4.53, 3.69], [2.50, 2.18, 3.95], [1.63, 1.73, 2.46], [-0.07, 0.26, 3.54], [-0.51, 0.81, 5.22], [1.17, 0.25, 4.76], [3.63, 3.45, 2.42], [2.83, 3.70, 1.15], [3.08, 7.92, -5.69], [4.38, 7.24, -5.24], [4.92, 7.80, -3.92], [5.42, 9.15, -4.11], [5.57, 9.68, -2.80], [4.06, 5.82, -5.10], [3.04, 9.01, -5.64], [2.31, 7.58, -4.97], [2.83, 7.64, -6.73], [5.10, 7.39, -6.03], [5.68, 7.07, -3.53], [4.15, 7.81, -3.16], [5.64, 10.76, -2.78], [6.37, 9.16, -2.25], [4.67, 9.50, -2.20], [4.74, 5.17, -4.73], [3.88, 5.49, -6.10], [4.69, -0.64, 4.67], [5.12, -0.57, 3.23], [4.30, -1.30, 2.19], [4.39, -2.72, 2.45], [3.50, -3.45, 1.67], [5.38, 0.87, 2.86], [4.55, -1.60, 5.12], [3.75, -0.07, 4.84], [5.48, -0.23, 5.32], [6.14, -1.03, 3.14], [4.69, -1.04, 1.23], [3.17, -1.01, 2.18], [3.69, -4.49, 1.88], [3.63, -3.24, 0.58], [2.46, -3.23, 1.89], [5.37, 1.44, 3.67], [4.57, 1.28, 2.29], [-0.78, -4.72, -6.23], [-1.12, -4.61, -4.75], [-1.39, -3.14, -4.40], [-0.33, -2.31, -4.81], [-0.67, -0.94, -5.03], [-2.38, -5.34, -4.45], [-1.62, -4.32, -6.84], [-0.59, -5.77, -6.38], [0.15, -4.22, -6.38], [-0.30, -5.04, -4.20], [-1.53, -3.18, -3.35], [-2.39, -2.88, -4.86], [-1.44, -0.90, -5.83], [0.21, -0.34, -5.34], [-1.07, -0.47, -4.12], [-3.15, -5.08, -5.04], [-2.24, -6.33, -4.51], [-2.21, 4.74, 4.68], [-2.78, 3.37, 5.27], [-3.11, 2.48, 4.01], [-3.80, 1.28, 4.38], [-4.06, 0.45, 3.26], [-1.73, 2.74, 6.11], [-3.01, 5.35, 4.27], [-1.56, 4.48, 3.86], [-1.74, 5.36, 5.38], [-3.67, 3.45, 5.89], [-2.15, 2.30, 3.47], [-3.79, 3.05, 3.37], [-4.74, -0.36, 3.55], [-3.10, 0.05, 2.95], [-4.57, 1.08, 2.46], [-0.82, 3.17, 5.98], [-1.95, 2.86, 7.08], [2.27, -0.75, -1.37], [0.88, -0.93, -0.70], [0.18, 0.44, -0.66], [-0.96, 0.37, 0.14], [-1.66, 1.57, 0.20], [0.21, -2.00, -1.47], [2.04, -0.24, -2.29], [2.72, -1.74, -1.54], [2.92, -0.17, -0.77], [0.96, -1.29, 0.31], [-0.01, 0.76, -1.70], [0.86, 1.22, -0.27], [-2.05, 1.97, -0.76], [-1.14, 2.41, 0.60], [-2.47, 1.37, 0.89], [0.28, -1.79, -2.46], [-0.74, -2.28, -1.20]], "mulliken_charge": [-1.61, 0.54, -0.04, -0.34, -0.64, -0.21, 0.21, 0.39, 0.44, -0.08, -0.41, 0.49, 0.34, 0.03, 0.33, 0.26, 0.30, -1.09, 1.43, -0.47, -0.20, -0.99, 1.31, 0.08, -0.02, 0.53, -0.69, 0.52, -0.28, 0.23, 0.38, 0.28, -0.56, -0.86, -1.83, 1.88, -1.71, 1.11, -1.36, -0.18, 0.42, 0.29, 0.42, -0.84, 0.42, 0.62, 0.46, 0.36, 0.24, -0.12, 0.01, -1.17, 0.39, -0.34, 0.19, -0.88, 0.11, -0.26, 0.39, 0.61, 0.51, 0.52, -0.59, 0.33, 0.10, 0.32, 0.24, -0.25, -1.64, 1.39, -0.70, 0.51, -0.46, -0.12, 0.48, 0.02, 0.47, -0.34, -0.54, 0.64, 0.41, -0.32, 0.19, 0.21, -0.36, -1.52, 0.87, -0.59, -0.28, -0.82, -0.78, 0.32, 0.37, 0.30, 0.05, 0.38, 0.28, 0.31, 0.33, 0.27, 0.26, 0.24, -1.73, 0.08, 0.74, 0.02, -0.93, 1.15, 0.29, 0.33, 0.46, -0.03, -0.97, 0.61, 0.31, 0.30, 0.34, -0.25, -0.60, -0.94, 0.19, -0.18, 0.23, -1.07, -0.23, 0.44, 0.05, 0.07, 0.54, 0.36, -0.44, 0.31, 0.31, 0.38, 0.26, -0.08, -1.36, 0.05, 1.38, -0.55, 0.31, -0.27, 0.39, 0.29, 0.15, 0.39, -0.67, -0.30, -0.04, 0.52, -0.43, 0.06, 0.30, -1.37, 0.08, 0.67, -0.43, -0.58, -0.45, 0.41, 0.09, 0.39, 0.30, 0.47, -0.68, 0.02, 0.27, 0.49, -0.03, 0.35, 0.74, 0.12, -0.37, -0.37, 0.17, -0.53, -1.04, -0.50, 0.51, 0.39, 0.61, -0.17, 0.49, -0.47, 0.14, 0.32, -0.05, -1.25, 0.08, -0.42, -0.41, -0.70, -0.38, 0.34, 0.16, 0.36, 0.36, 0.31, 0.26, 0.32, 0.27, 0.31, -0.04, 0.26, -1.47, 0.66, 0.21, -0.49, 0.20, -0.53, 0.40, 0.23, 0.41, 0.07, 0.02, -0.12, 0.55, -0.09, -0.33, 0.37, -0.11, -1.74, 0.47, 2.17, -0.50, -0.18, -0.38, 0.19, 0.53, 0.32, -0.13, -0.62, -0.93, -0.05, 0.19, 0.13, 0.19, 0.28, -1.45, 0.02, -0.05, -0.26, 0.39, -0.31, 0.43, 0.13, 0.48, 0.50, -0.37, 0.40, 0.35, -0.37, -0.22, 0.11, 0.29, -1.34, 1.06, -0.08, 0.64, 1.35, 2.00, 0.41, -0.79, 0.26, 0.08, -0.13, -0.34, -0.16, -1.14, -0.25, -0.54, -1.18]}

=====

Short version: *one* is the least stable of them.